# 1
DFT (the ωB97M-V functional and the def2-TZVPD basis) results for an isolated molecule of C4H8N2S at a distorted geometry.

Last columns: bonded neighbours and bond lengths (Å).
Geometry (Å):
1 C 0.323 -0.513 -2.017  C4 1.582, N5 1.132
2 C 1.098 1.021 0.510  C3 1.557, H8 1.133, H9 1.163, H10 1.016
3 C 0.774 -0.497 0.396  C2 1.557, C4 1.504, H11 1.095, H12 1.058
4 C -0.357 -0.583 -0.590  C1 1.582, C3 1.504, N6 1.353, S7 1.980
5 N 0.942 -0.407 -2.960  C1 1.132
6 N -1.385 0.293 -0.519  C4 1.353, H13 1.073, H14 0.973
7 S -1.089 -2.421 -0.679  C4 1.980, H15 1.294
8 H 2.202 1.147 0.287  C2 1.133
9 H 0.425 1.679 -0.175  C2 1.163
10 H 0.862 1.434 1.407  C2 1.016
11 H 0.465 -0.979 1.330  C3 1.095
12 H 1.553 -1.050 -0.061  C3 1.058
13 H -2.102 0.120 -1.297  N6 1.073
14 H -1.744 0.330 0.384  N6 0.973
15 H -1.433 -2.032 -1.864  S7 1.294

molar mass	116.2	g/mol
ΔE to the lowest compared entry with this formula, charge and spin	52.9	kcal per mole
gap between HOMO and LUMO	9.900	eV
SMILES	CC[C@](N)(S)C#N
charge	0
total energy	-664.84843	hartree

# 2
DFT (the ωB97M-V functional and the def2-TZVPD basis) results for an isolated molecule of C4H8N2S2 at a distorted geometry.

Last columns: bonded neighbours and bond lengths (Å).
Geometry (Å):
1 C -0.562 1.608 0.606  C2 1.522, H5 1.207, H6 1.073, H7 1.059
2 C -0.304 0.436 -0.329  C1 1.522, C3 1.595, H8 1.045, N13 1.452
3 C -0.855 -0.958 0.215  C2 1.595, C4 1.586, H9 1.135, S15 1.810
4 C 0.646 -1.396 -0.050  C3 1.586, N13 1.290, S16 1.587
5 H -0.207 2.748 0.428  C1 1.207
6 H -0.200 1.268 1.558  C1 1.073
7 H -1.607 1.755 0.696  C1 1.059
8 H -0.716 0.616 -1.273  C2 1.045
9 H -1.008 -0.805 1.329  C3 1.135
10 H -3.061 -0.585 -0.090  S15 1.536
11 H 2.538 -0.079 -1.688  N14 0.994
12 H 2.887 -0.091 0.021  N14 1.068
13 N 0.985 -0.220 -0.458  C2 1.452, C4 1.290, N14 1.435
14 N 2.293 0.269 -0.790  H11 0.994, H12 1.068, N13 1.435
15 S -2.274 -1.846 -0.476  C3 1.810, H10 1.536
16 S 1.447 -2.720 0.301  C4 1.587

molar mass	148.3	g/mol
ΔE to the lowest compared entry with this formula, charge and spin	60.7	kcal per mole
gap between HOMO and LUMO	8.820	eV
SMILES	C[C@@H]1[C@@H](S)C(=S)N1N
charge	0
total energy	-1062.99901	hartree

# 3
DFT (the ωB97M-V functional and the def2-TZVPD basis) results for an isolated molecule of C4H8N2S2 at a distorted geometry.

Last columns: bonded neighbours and bond lengths (Å).
Geometry (Å):
1 C -0.422 -1.221 -1.066  C2 1.464, N5 1.250, H9 1.045
2 C -1.084 -1.173 0.238  C1 1.464, C3 1.636, H10 1.136, H11 1.111
3 C -1.548 0.344 0.639  C2 1.636, N6 1.357, H12 1.140, H13 1.193
4 C 1.602 -0.277 -0.668  N5 1.275, S7 1.737, H14 1.096
5 N 0.711 -0.816 -1.403  C1 1.250, C4 1.275
6 N -0.585 1.249 0.330  C3 1.357, S8 1.641
7 S 2.540 0.966 -1.438  C4 1.737, H15 1.418
8 S 0.134 1.997 1.602  N6 1.641, H16 1.485
9 H -0.880 -1.729 -1.856  C1 1.045
10 H -2.026 -1.803 0.323  C2 1.136
11 H -0.486 -1.375 1.151  C2 1.111
12 H -2.461 0.474 -0.032  C3 1.140
13 H -1.934 0.318 1.767  C3 1.193
14 H 1.706 -0.619 0.368  C4 1.096
15 H 3.722 0.867 -0.663  S7 1.418
16 H 1.010 2.798 0.710  S8 1.485

molar mass	148.3	g/mol
ΔE to the lowest compared entry with this formula, charge and spin	104.7	kcal per mole
gap between HOMO and LUMO (spin up / spin down)	6.485 / 7.850	eV
charge	0
total energy	-1062.92884	hartree

# 4
DFT (the ωB97M-V functional and the def2-TZVPD basis) results for a cluster of 2 separate species, C4H8N2S2 in total at a distorted geometry.

Last columns: bonded neighbours and bond lengths (Å).
Geometry (Å):
1 C -1.052 0.412 -0.551  C2 1.576, C3 1.499, H7 1.177, N13 1.578
2 C -2.034 -0.517 0.260  C1 1.576, C3 1.476, H8 1.137, H9 1.027
3 C -0.572 -0.596 0.448  C1 1.499, C2 1.476, H10 1.043, S15 1.948
4 C 1.783 -1.614 -0.209  H11 1.052, N14 1.319, S15 1.768
5 H -0.229 2.460 -0.513  N13 1.073
6 H -1.990 2.281 -0.530  N13 1.129
7 H -1.002 0.295 -1.722  C1 1.177
8 H -2.628 -1.294 -0.319  C2 1.137
9 H -2.611 0.057 0.887  C2 1.027
10 H -0.396 -0.176 1.387  C3 1.043
11 H 2.640 -2.094 -0.587  C4 1.052
12 H 3.446 1.229 1.579  no bonds
13 N -1.033 1.911 -0.060  C1 1.578, H5 1.073, H6 1.129
14 N 1.890 -0.342 0.122  C4 1.319, S16 1.863
15 S 0.163 -2.313 -0.108  C3 1.948, C4 1.768
16 S 3.626 0.301 -0.085  N14 1.863

molar mass	148.3	g/mol
ΔE to the lowest compared entry with this formula, charge and spin	126.1	kcal per mole
gap between HOMO and LUMO	8.146	eV
charge	0
total energy	-1062.89472	hartree

# 5
DFT (the ωB97M-V functional and the def2-TZVPD basis) results for an isolated molecule of C4H8N2S2 at a distorted geometry.

Last columns: bonded neighbours and bond lengths (Å).
Geometry (Å):
1 C 0.636 -1.256 1.591  C2 1.437, H5 1.235, H6 1.135, H7 1.161
2 C 0.412 -0.553 0.358  C1 1.437, C4 1.695, H8 1.171, N13 1.360
3 C 2.374 0.672 -0.383  H9 1.133, N13 1.346, N14 1.379
4 C -1.120 -0.021 -0.133  C2 1.695, S15 1.738, S16 1.627
5 H 0.660 -0.482 2.553  C1 1.235
6 H 1.693 -1.617 1.391  C1 1.135
7 H -0.315 -1.910 1.720  C1 1.161
8 H 0.515 -1.191 -0.619  C2 1.171
9 H 2.761 1.705 -0.638  C3 1.133
10 H 4.299 0.169 -1.062  N14 1.099
11 H 3.249 -1.150 -0.283  N14 1.019
12 H -2.638 1.873 -0.288  S15 1.407
13 N 1.128 0.578 0.117  C2 1.360, C3 1.346
14 N 3.331 -0.250 -0.753  C3 1.379, H10 1.099, H11 1.019
15 S -1.364 1.653 0.266  C4 1.738, H12 1.407
16 S -2.089 -1.199 -0.698  C4 1.627

molar mass	148.3	g/mol
ΔE to the lowest compared entry with this formula, charge and spin	65.0	kcal per mole
gap between HOMO and LUMO	8.258	eV
SMILES	C[C@H](/N=C\N)C(=S)S
charge	0
total energy	-1062.99217	hartree

# 6
DFT (the ωB97M-V functional and the def2-TZVPD basis) results for a cluster of 2 separate species, C4H8N3 in total at a distorted geometry.

Last columns: bonded neighbours and bond lengths (Å).
Geometry (Å):
1 C 2.130 0.380 -0.695  C2 1.385, N5 1.152
2 C 1.203 -0.468 -0.112  C1 1.385, N7 1.244
3 C -0.534 1.484 -0.141  N6 1.446, H8 1.065, H9 1.053, H10 1.022
4 C -1.737 -0.585 0.149  N6 1.465, H11 1.152, H12 1.030, H13 1.061
5 N 2.741 1.255 -1.128  C1 1.152
6 N -0.719 0.133 -0.623  C3 1.446, C4 1.465
7 N 1.476 -1.479 0.560  C2 1.244, H14 1.125, H15 0.979
8 H 0.097 2.116 -0.720  C3 1.065
9 H -1.430 1.953 -0.434  C3 1.053
10 H -0.237 1.461 0.837  C3 1.022
11 H -1.990 -1.593 -0.347  C4 1.152
12 H -1.587 -0.646 1.166  C4 1.030
13 H -2.585 0.007 -0.087  C4 1.061
14 H 2.458 -2.008 0.706  N7 1.125
15 H 0.714 -2.010 0.869  N7 0.979

molar mass	98.1	g/mol
ΔE to the lowest compared entry with this formula, charge and spin	159.0	kcal per mole
gap between HOMO and LUMO (spin up / spin down)	8.951 / 8.950	eV
charge	+1
total energy	-321.03799	hartree

# 7
DFT (the ωB97M-V functional and the def2-TZVPD basis) results for the ion C4H8N3 with charge +1 at a distorted geometry.

Last columns: bonded neighbours and bond lengths (Å).
Geometry (Å):
1 C 1.257 0.155 0.311  C2 1.418, N5 1.287, N6 1.450
2 C 1.615 -1.155 -0.098  C1 1.418, H8 1.082, H9 1.080
3 C -0.398 1.426 -0.545  C4 1.580, N5 1.425, H10 1.090, H11 1.095
4 C -1.173 0.054 -0.433  C3 1.580, N7 1.458, H12 1.094, H13 1.092
5 N 0.967 1.020 -0.597  C1 1.287, C3 1.425
6 N 0.342 -0.161 1.390  C1 1.450, N7 1.429, H14 1.018
7 N -0.443 -0.868 0.429  C4 1.458, N6 1.429, H15 1.019
8 H 1.962 -1.325 -1.109  C2 1.082
9 H 1.709 -1.946 0.631  C2 1.080
10 H -0.634 1.932 -1.481  C3 1.090
11 H -0.655 2.097 0.281  C3 1.095
12 H -2.156 0.273 -0.008  C4 1.094
13 H -1.305 -0.406 -1.415  C4 1.092
14 H -0.137 0.592 1.879  N6 1.018
15 H -0.950 -1.686 0.764  N7 1.019

molar mass	98.1	g/mol
ΔE to the lowest compared entry with this formula, charge and spin	159.3	kcal per mole
gap between HOMO and LUMO (spin up / spin down)	8.043 / 8.044	eV
charge	+1
total energy	-321.03751	hartree

# 8
DFT (the ωB97M-V functional and the def2-TZVPD basis) results for a cluster of 2 separate species, C4H8N3 in total at a distorted geometry.

Last columns: bonded neighbours and bond lengths (Å).
Geometry (Å):
1 C 2.269 0.510 0.546  N5 1.323, N6 1.342, H8 1.089
2 C 1.115 -1.076 -0.355  N5 1.327, N7 1.361, H9 1.101
3 C -2.124 -0.362 0.778  H10 0.992, H11 1.046, H12 1.026
4 C -0.857 0.296 -1.068  N7 1.375, H13 1.123, H14 1.065
5 N 2.260 -0.779 0.249  C1 1.323, C2 1.327
6 N 1.087 1.015 0.162  C1 1.342, N7 1.368, H15 1.043
7 N 0.349 0.044 -0.456  C2 1.361, C4 1.375, N6 1.368
8 H 3.053 0.984 1.135  C1 1.089
9 H 0.864 -2.049 -0.802  C2 1.101
10 H -1.375 -0.956 1.041  C3 0.992
11 H -2.841 -0.860 0.202  C3 1.046
12 H -2.261 0.509 1.302  C3 1.026
13 H -0.975 1.310 -1.538  C4 1.123
14 H -1.192 -0.455 -1.744  C4 1.065
15 H 0.627 1.868 0.547  N6 1.043

molar mass	98.1	g/mol
ΔE to the lowest compared entry with this formula, charge and spin	125.9	kcal per mole
gap between HOMO and LUMO (spin up / spin down)	8.577 / 8.578	eV
charge	+1
total energy	-321.09066	hartree

# 9
DFT (the ωB97M-V functional and the def2-TZVPD basis) results for the ion C4H8N3O with charge +1 at a distorted geometry.

Last columns: bonded neighbours and bond lengths (Å).
Geometry (Å):
1 C -1.303 1.320 -0.099  N5 1.224, H9 1.046
2 C 0.199 0.357 1.072  C3 1.322, N7 1.324
3 C 0.089 0.503 2.382  C2 1.322, O8 1.364, H10 1.046
4 C 0.002 -0.697 -0.987  N5 1.801, N6 1.380, N7 1.426, H11 1.139
5 N -1.039 0.763 -1.156  C1 1.224, C4 1.801, H12 1.028
6 N 0.592 -0.957 -2.207  C4 1.380, H13 1.035, H14 0.957
7 N 0.785 -0.416 0.171  C2 1.324, C4 1.426, H16 1.029
8 O 0.804 -0.338 3.182  C3 1.364, H15 0.940
9 H -1.955 2.071 0.226  C1 1.046
10 H -0.447 1.115 3.040  C3 1.046
11 H -0.966 -1.289 -0.896  C4 1.139
12 H -1.366 0.739 -2.130  N5 1.028
13 H 0.948 -0.253 -2.878  N6 1.035
14 H 0.335 -1.805 -2.567  N6 0.957
15 H 1.544 -0.843 2.897  O8 0.940
16 H 1.779 -0.269 -0.049  N7 1.029

molar mass	114.1	g/mol
ΔE to the lowest compared entry with this formula, charge and spin	133.4	kcal per mole
gap between HOMO and LUMO	9.173	eV
charge	+1
total energy	-396.32369	hartree

# 10
DFT (the ωB97M-V functional and the def2-TZVPD basis) results for the ion C4H8N3O with charge +1 at a distorted geometry.

Last columns: bonded neighbours and bond lengths (Å).
Geometry (Å):
1 C 1.066 1.125 -0.529  C3 1.414, N5 1.275, H9 1.069
2 C -0.288 1.286 2.746  N6 1.304, H10 1.069, H11 1.126
3 C 0.447 0.650 0.650  C1 1.414, N6 1.388, H12 1.048
4 C -0.153 -1.299 -2.170  N7 1.315, O8 1.280, H13 1.092
5 N 1.321 0.495 -1.608  C1 1.275, O8 1.413
6 N 0.534 1.487 1.754  C2 1.304, C3 1.388, H14 1.027
7 N -0.305 -2.427 -2.827  C4 1.315, H15 1.014, H16 0.969
8 O 1.007 -0.861 -1.852  C4 1.280, N5 1.413
9 H 1.363 2.151 -0.584  C1 1.069
10 H -0.159 1.771 3.690  C2 1.069
11 H -1.090 0.502 2.646  C2 1.126
12 H -0.060 -0.231 0.905  C3 1.048
13 H -1.069 -0.711 -2.262  C4 1.092
14 H 1.269 2.157 2.009  N6 1.027
15 H 0.435 -3.121 -2.819  N7 1.014
16 H -1.153 -2.873 -2.970  N7 0.969

molar mass	114.1	g/mol
ΔE to the lowest compared entry with this formula, charge and spin	138.6	kcal per mole
gap between HOMO and LUMO (spin up / spin down)	7.550 / 7.549	eV
charge	+1
total energy	-396.31531	hartree